Entry from OMol25: an isolated molecule of C7H14 (the ωB97M-V functional and the def2-TZVPD basis).

Each line ends with the natural charge from an NBO analysis.
Atoms and positions in Å:
C 1.2263 -1.8057 -0.3877  -0.6160
C 0.9763 -0.3095 -0.5306  -0.2488
C 0.6358 0.5099 0.6890  -0.2218
C 0.1802 -0.1725 1.9626  -0.6094
C -0.3391 0.5015 -0.4406  -0.0376
C -1.6729 -0.1841 -0.3836  -0.6119
C -0.3569 1.8634 -1.1424  -0.6018
H 2.1670 -2.0363 0.1442  0.2149
H 1.3142 -2.2790 -1.3689  0.2134
H 0.4359 -2.3130 0.1724  0.2026
H 1.3158 0.1180 -1.4524  0.2248
H 1.1465 1.4536 0.8766  0.2072
H -0.4971 0.5155 2.4833  0.2122
H 1.0034 -0.4180 2.6378  0.2116
H -0.3902 -1.0874 1.7762  0.2074
H -2.1569 -0.1242 -1.3665  0.2135
H -2.3300 0.2861 0.3539  0.2058
H -1.5612 -1.2443 -0.1404  0.2096
H 0.6524 2.2796 -1.2696  0.2101
H -0.8525 1.8778 -2.1209  0.2046
H -0.8967 2.5687 -0.4925  0.2093

**SMILES**: C[C@@H]1[C@H](C)C1(C)C
**Highest occupied orbital energy**: -8.94 eV
**Max |F|**: 1.80 eV/Å
**Gap between HOMO and LUMO**: 9.986 eV
**ΔE to the lowest compared entry with this formula, charge and spin**: 131.5 kJ/mol